A structure of composition C44H64N10O3Si2. Source: the Open Molecules 2025 dataset; level of theory: ωB97M-V/def2-TZVPD.

XYZ file:
```
123
C44H64N10O3Si2 | the Open Molecules 2025 dataset | ωB97M-V/def2-TZVPD
C 0.95 -1.40 -3.65
C -0.19 -0.57 -4.25
O -0.45 0.49 -3.34
C -0.91 1.70 -3.90
C -2.39 1.72 -4.25
O -3.15 1.81 -3.06
Si -4.55 0.93 -3.00
O -4.21 -0.69 -3.05
Si -5.02 -1.73 -4.07
H 1.10 -1.07 -2.62
H 1.87 -1.29 -4.22
H 0.69 -2.46 -3.66
H 0.09 -0.16 -5.23
H -1.08 -1.19 -4.40
H -0.32 2.00 -4.78
H -0.73 2.46 -3.13
H -2.63 0.83 -4.84
H -2.58 2.59 -4.90
H -5.46 1.34 -4.08
H -5.19 1.24 -1.71
H -4.21 -1.95 -5.29
H -6.34 -1.20 -4.47
H -5.19 -3.01 -3.37
N 0.91 2.47 -0.88
C 0.06 2.18 0.16
C 0.38 3.01 1.20
C 1.46 3.83 0.78
C 1.76 3.48 -0.51
H 0.90 2.01 -1.77
H -0.69 1.42 0.05
H -0.11 3.03 2.17
H 1.95 4.59 1.36
H 2.50 3.86 -1.19
N 3.41 0.26 -0.78
C 3.45 -0.33 0.45
C 4.51 -1.20 0.46
C 5.13 -1.14 -0.82
C 4.42 -0.23 -1.57
H 2.73 0.94 -1.06
H 2.74 -0.09 1.22
H 4.81 -1.81 1.29
H 5.99 -1.69 -1.16
H 4.55 0.12 -2.58
N 2.58 -2.92 4.92
C 3.06 -3.45 3.74
C 2.32 -2.94 2.72
C 1.35 -2.07 3.29
C 1.54 -2.08 4.65
H 2.94 -3.11 5.83
H 3.89 -4.13 3.74
H 2.45 -3.15 1.67
H 0.60 -1.51 2.75
H 1.02 -1.56 5.44
N -9.02 3.83 -0.70
C -7.82 4.40 -1.03
C -6.82 3.59 -0.55
C -7.45 2.48 0.08
C -8.80 2.66 -0.03
H -9.92 4.21 -0.93
H -7.77 5.33 -1.56
H -5.76 3.76 -0.65
H -6.96 1.65 0.57
H -9.62 2.05 0.31
N -2.32 -0.80 2.00
C -2.53 -1.77 2.95
C -3.88 -2.02 2.98
C -4.50 -1.18 2.02
C -3.51 -0.44 1.43
H -1.42 -0.42 1.75
H -1.72 -2.19 3.51
H -4.36 -2.74 3.62
H -5.55 -1.13 1.79
H -3.56 0.31 0.66
N 3.72 -6.90 4.39
C 4.30 -7.11 3.17
C 4.71 -8.41 3.12
C 4.35 -9.02 4.35
C 3.74 -8.06 5.12
H 3.33 -6.03 4.70
H 4.37 -6.32 2.44
H 5.20 -8.89 2.28
H 4.52 -10.04 4.65
H 3.32 -8.10 6.11
N 7.48 -5.72 0.68
C 8.06 -5.93 -0.54
C 8.46 -7.23 -0.60
C 8.11 -7.84 0.64
C 7.50 -6.88 1.41
H 7.09 -4.85 1.00
H 8.13 -5.13 -1.26
H 8.96 -7.70 -1.43
H 8.29 -8.86 0.93
H 7.09 -6.92 2.40
N 2.23 7.20 0.33
C 3.36 7.71 -0.26
C 3.84 8.70 0.55
C 2.97 8.79 1.67
C 1.99 7.85 1.51
H 1.67 6.46 -0.04
H 3.71 7.32 -1.20
H 4.72 9.30 0.36
H 3.06 9.47 2.50
H 1.15 7.59 2.12
N -5.73 3.10 -8.25
C -7.02 3.13 -7.79
C -6.98 3.33 -6.44
C -5.61 3.43 -6.07
C -4.86 3.28 -7.21
H -5.46 2.96 -9.21
H -7.85 3.00 -8.46
H -7.83 3.40 -5.79
H -5.22 3.59 -5.08
H -3.80 3.30 -7.37
N 0.14 0.83 4.59
C -0.72 0.54 5.61
C -0.38 1.34 6.67
C 0.72 2.14 6.27
C 1.01 1.80 4.97
H 0.12 0.39 3.68
H -1.50 -0.20 5.50
H -0.87 1.35 7.63
H 1.23 2.89 6.85
H 1.77 2.17 4.30
```

The LUMO energy comes out at 0.37 eV. The calculation puts the energy above the lowest of the compared OMol25 structures with the same formula, charge and spin at 0.000 eV. The calculation puts the HOMO-LUMO gap at 8.51 eV. Its charge is 0.